Entry 1:
ORCA calculation (the ωB97M-V functional and the def2-TZVPD basis) on the molecule C5H9NO2 at a distorted geometry.

The largest force on an atom is 2.0 eV/Å. The total charge is 0. For the gap between HOMO and LUMO, the calculation gives 9.9 eV. The value obtained for the total energy is -401.1270 Eh. The calculation puts the molar mass at 115.132 g/mol. The calculation puts the relative energy (zero: lowest compared OMol25 entry of this formula, charge and spin) at 130.76 kJ/mol. The LUMO energy comes out at 0.467 eV.

```
17
Properties=species:S:1:pos:R:3:forces:R:3
C 0.65590 1.42799 0.99467 0.139 1.896 -0.600
C 0.84273 0.88244 -0.41387 -0.367 0.275 -0.213
C 0.95252 -0.60088 -0.75217 1.445 0.197 -1.064
O 1.04185 -1.67566 0.17279 -0.783 0.570 0.111
C -0.32736 0.11691 -1.04531 -1.064 -0.247 0.957
C -1.63336 -0.15748 -0.22388 0.233 0.189 -0.765
N -1.59396 -1.18799 0.65461 -0.630 -0.248 0.151
O -2.66838 0.46504 -0.39337 0.590 0.230 -0.315
H 1.59454 1.96122 1.32756 -0.931 -0.762 -0.172
H 0.36948 0.66357 1.70346 -0.031 -0.107 0.176
H -0.15552 2.23676 0.94526 1.008 -1.183 0.257
H 1.28720 1.61347 -1.14695 -0.158 -1.015 0.968
H 1.54428 -0.77245 -1.66352 -0.201 -0.156 0.479
H 1.90353 -2.09467 0.26521 0.098 0.591 -0.404
H -0.51597 0.37815 -2.09004 -0.210 -0.342 0.422
H -0.76528 -1.77130 0.68735 -0.424 -0.093 0.171
H -2.53218 -1.48511 0.97819 1.286 0.205 -0.162
```
Forces are in eV/Å.



Entry 2:
ORCA calculation (the ωB97M-V functional and the def2-TZVPD basis) on the molecule C5H9NO2 at a distorted geometry.

The largest force on an atom is 6.2 eV/Å. The total charge is 0. For the gap between HOMO and LUMO, the calculation gives 9.7 eV. The value obtained for the total energy is -401.0458 Eh. The calculation puts the molar mass at 115.132 g/mol. The calculation puts the relative energy (zero: lowest compared OMol25 entry of this formula, charge and spin) at 343.84 kJ/mol. The LUMO energy comes out at 0.455 eV.

```
17
Properties=species:S:1:pos:R:3:forces:R:3
C 1.02383 1.89192 0.22979 -0.384 0.544 -4.817
C 0.54180 0.57994 0.75637 -3.032 1.280 1.802
C -0.67510 -0.09087 -0.09988 1.638 1.376 2.314
C -0.72199 0.51696 -1.57168 -2.579 -1.704 1.035
O 0.04983 0.35802 -2.47709 -0.120 0.278 0.898
N -0.20535 -1.45878 -0.12291 0.416 -3.331 -4.317
C -0.45325 -2.57577 0.77716 0.172 4.819 -3.893
O -1.26382 -2.44809 1.60920 -1.495 -0.837 2.896
H 1.66708 2.37444 0.92155 0.744 0.540 0.368
H 1.61837 1.56547 -0.80834 -1.266 1.612 2.571
H 0.13917 2.72463 -0.10611 2.290 -2.533 1.025
H 1.25987 -0.17267 1.00978 0.862 -0.205 -0.845
H 0.20312 0.81542 1.80075 -0.536 -0.318 -0.716
H -1.67362 0.14416 0.50684 1.905 -0.892 -1.709
H -1.81479 0.85467 -1.69100 1.349 0.567 -0.574
H 0.10930 -1.74373 -1.19361 -0.766 0.715 3.877
H 0.19553 -3.33574 0.45917 0.803 -1.909 0.084
```
Forces are in eV/Å.



Entry 3:
ORCA calculation (the ωB97M-V functional and the def2-TZVPD basis) on the molecule C5H9NO2 at a distorted geometry.

The largest force on an atom is 3.8 eV/Å. The total charge is 0. For the gap between HOMO and LUMO, the calculation gives 10.1 eV. The value obtained for the total energy is -401.0730 Eh. The calculation puts the molar mass at 115.132 g/mol. The calculation puts the relative energy (zero: lowest compared OMol25 entry of this formula, charge and spin) at 272.52 kJ/mol. The LUMO energy comes out at 0.880 eV.

```
17
Properties=species:S:1:pos:R:3:forces:R:3
N -2.10773 0.42252 0.62017 -0.822 0.637 0.066
C -1.06508 0.18429 -0.38674 -2.453 -1.637 -1.908
C -0.64656 -1.34070 -0.36938 1.871 3.348 0.298
C 0.67764 -1.44825 -0.14119 -0.906 -2.393 -1.695
C 1.37292 -0.16497 -0.37430 1.356 1.523 0.488
O 2.48726 0.06767 0.57617 -0.838 -0.063 -1.246
C 0.22002 0.86879 -0.13956 0.504 1.027 3.247
O 0.40581 2.34186 -0.34639 1.028 -3.305 -0.623
H -2.01819 0.07495 1.56673 0.855 -0.172 -0.192
H -3.06366 0.18646 0.35762 0.554 0.162 -0.460
H -1.55887 0.50750 -1.34865 0.596 -0.575 0.627
H -1.42645 -2.01626 -0.49267 -0.884 -1.514 0.094
H 1.22248 -2.44409 -0.16776 -0.594 1.455 0.379
H 1.86042 -0.11634 -1.39598 -0.525 0.010 1.121
H 2.17814 -0.17954 1.45578 -0.126 0.047 -0.087
H 0.07278 0.75233 0.96703 1.142 0.590 -0.145
H 1.38904 2.30379 -0.38089 -0.756 0.858 0.036
```
Forces are in eV/Å.



Entry 4:
ORCA calculation (the ωB97M-V functional and the def2-TZVPD basis) on the molecule C5H9NO2 at a distorted geometry.

The largest force on an atom is 6.1 eV/Å. The total charge is 0. For the gap between HOMO and LUMO, the calculation gives 9.2 eV. The value obtained for the total energy is -401.0264 Eh. The calculation puts the molar mass at 115.132 g/mol. The calculation puts the relative energy (zero: lowest compared OMol25 entry of this formula, charge and spin) at 394.84 kJ/mol. The LUMO energy comes out at 0.612 eV.

```
17
Properties=species:S:1:pos:R:3:forces:R:3
C 2.27435 -0.23034 0.75362 0.138 0.954 1.315
N 1.30557 0.25058 -0.33437 2.083 1.978 -0.717
C -0.09229 0.41013 -0.37898 3.438 -2.323 4.464
C -0.73681 1.07885 -1.28085 0.489 2.395 -2.495
C -2.11730 1.19730 -1.27762 -0.560 4.074 -3.826
O -2.62411 2.00132 -2.09045 -0.036 -1.270 0.934
O -0.71403 -0.09123 0.77848 0.350 -0.101 -0.511
C -0.88373 -1.50723 1.01093 -0.666 -1.360 -0.781
H 3.14967 -0.50736 0.12398 -0.435 0.079 0.941
H 2.65436 0.51915 1.66976 -1.230 -1.184 -2.798
H 1.96030 -1.10629 1.39118 -0.156 0.732 -1.336
H 1.86680 0.96862 -0.98352 -2.074 -2.356 1.784
H -0.32794 1.87426 -1.98033 0.182 -1.667 0.775
H -2.70773 0.80219 -0.56884 -2.183 -2.057 2.662
H 0.07193 -2.14956 0.67698 -2.238 1.417 0.984
H -1.27530 -1.71821 2.09551 1.463 0.790 -1.847
H -1.80372 -1.79219 0.39453 1.436 -0.099 0.453
```
Forces are in eV/Å.



Entry 5:
ORCA calculation (the ωB97M-V functional and the def2-TZVPD basis) on the molecule C5H9NO2 at a distorted geometry.

The largest force on an atom is 3.5 eV/Å. The total charge is 0. For the gap between HOMO and LUMO, the calculation gives 10.3 eV. The value obtained for the total energy is -401.1381 Eh. The calculation puts the molar mass at 115.132 g/mol. The calculation puts the relative energy (zero: lowest compared OMol25 entry of this formula, charge and spin) at 101.37 kJ/mol. The LUMO energy comes out at 0.443 eV.

```
17
Properties=species:S:1:pos:R:3:forces:R:3
C 0.82590 1.87289 0.62597 -1.000 0.678 -0.458
C 0.15496 0.62966 -0.00270 -0.371 0.351 0.267
C 0.19437 0.29995 -1.30218 0.440 1.304 -0.836
C -0.44924 -0.84173 -2.10680 0.757 1.150 -0.759
O -0.54627 -0.69050 -3.32027 -0.236 -0.652 1.938
O -0.79027 -1.92820 -1.42471 -0.177 0.184 -1.059
C -0.64373 -0.19786 0.98439 -1.242 1.251 1.063
N -0.08971 -1.50988 1.04577 2.937 -1.597 0.975
H 0.08364 2.44186 1.28561 0.966 -1.108 -0.542
H 1.72937 1.57990 1.22500 -0.799 0.451 -0.577
H 1.03631 2.64005 -0.16214 0.434 -0.876 0.574
H 0.67786 1.04358 -1.98991 -0.295 -0.961 0.639
H -0.43252 -1.85925 -0.49714 -0.093 -0.301 0.296
H -1.70499 -0.27553 0.63827 0.708 0.161 0.334
H -0.63403 0.30229 1.99517 -0.165 -0.291 -0.968
H 0.95730 -1.38459 1.17646 -1.609 -0.478 -0.297
H -0.36895 -2.12265 1.82920 -0.255 0.734 -0.591
```
Forces are in eV/Å.



Entry 6:
ORCA calculation (the ωB97M-V functional and the def2-TZVPD basis) on a cluster of 2 separate species, C5H9NO2 in total at a distorted geometry.

The largest force on an atom is 1.9 eV/Å. The total charge is 0. For the gap between HOMO and LUMO, the calculation gives 3.4 eV. The value obtained for the total energy is -400.9009 Eh. The calculation puts the molar mass at 115.132 g/mol. The calculation puts the relative energy (zero: lowest compared OMol25 entry of this formula, charge and spin) at 724.31 kJ/mol. The LUMO energy comes out at -4.817 eV.

```
17
Properties=species:S:1:pos:R:3:forces:R:3
C -1.21647 -0.14697 0.89446 -0.387 0.472 -0.307
C -0.56042 1.10595 0.30689 -0.162 0.054 -0.184
C -2.27227 -0.72206 -0.02977 1.664 0.587 0.772
N -1.68979 -1.63004 -0.83455 -0.174 -0.515 -0.307
C 2.51947 0.65343 -0.60432 0.296 0.565 -0.005
C 2.18068 -0.57825 -0.00949 0.184 -0.880 -0.688
O 1.61939 -0.79705 1.06277 -0.026 0.529 0.412
O -3.44251 -0.38069 -0.00220 -0.340 -0.267 -0.428
H -0.37120 -0.84179 1.00803 -0.134 -0.509 0.045
H -1.64206 0.01242 1.88981 0.167 0.175 0.051
H -1.18846 1.98866 0.19568 -0.167 -0.047 0.334
H 0.31491 1.32100 0.91230 -0.082 0.336 0.133
H -0.19425 0.89223 -0.70117 0.002 -0.120 0.022
H -2.08837 -1.71489 -1.76509 -0.277 0.091 -0.183
H 2.35812 1.64971 -0.21443 -0.265 -0.182 0.331
H 3.16575 0.61164 -1.47343 -0.216 -0.089 -0.137
H 2.50748 -1.42332 -0.63547 -0.084 -0.199 0.137
```
Forces are in eV/Å.



Entry 7:
ORCA calculation (the ωB97M-V functional and the def2-TZVPD basis) on the molecule C5H9NO2.

The largest force on an atom is 0.9 eV/Å. The total charge is 0. For the gap between HOMO and LUMO, the calculation gives 10.6 eV. The value obtained for the total energy is -401.1222 Eh. The calculation puts the molar mass at 115.132 g/mol. The calculation puts the relative energy (zero: lowest compared OMol25 entry of this formula, charge and spin) at 143.17 kJ/mol. The LUMO energy comes out at 0.789 eV.

```
17
Properties=species:S:1:pos:R:3:forces:R:3
C 1.66182 -1.46986 -0.62614 0.357 0.381 -0.664
C 0.71776 -1.27093 0.54189 -0.341 0.540 -0.048
N 0.20202 0.11986 0.64405 0.250 0.616 -0.463
C 1.23957 1.05758 0.79748 -0.017 -0.549 0.485
O 1.61921 1.85015 -0.01762 -0.394 0.358 -0.050
C -0.77323 0.46249 -0.36976 -0.656 -0.359 -0.429
C -2.12276 -0.16891 -0.06629 0.192 -0.136 -0.271
O -3.07967 -0.00174 -0.77152 -0.028 -0.028 0.075
H 2.48016 -0.74715 -0.64322 0.120 -0.094 0.407
H 2.09388 -2.46827 -0.67081 -0.120 -0.061 0.141
H 1.17417 -1.27318 -1.58092 -0.266 -0.246 -0.012
H -0.17655 -1.87398 0.38712 0.148 -0.335 0.358
H 1.20134 -1.50873 1.48747 -0.105 -0.196 0.070
H 1.67642 0.98484 1.80632 0.339 -0.101 -0.065
H -0.50357 0.21120 -1.39877 0.126 -0.230 -0.037
H -1.00499 1.51975 -0.43764 0.419 0.380 0.390
H -2.17782 -0.79838 0.84248 -0.026 0.062 0.111
```
Forces are in eV/Å.



Entry 8:
ORCA calculation (the ωB97M-V functional and the def2-TZVPD basis) on the molecule C5H9NO2 at a distorted geometry.

The largest force on an atom is 2.8 eV/Å. The total charge is 0. For the gap between HOMO and LUMO (alpha / beta), the calculation gives 8.5 / 6.8 eV. The value obtained for the total energy is -400.9041 Eh. The calculation puts the molar mass at 115.132 g/mol. The calculation puts the relative energy (zero: lowest compared OMol25 entry of this formula, charge and spin) at 715.85 kJ/mol. The LUMO energy (alpha / beta) comes out at 0.116 / -0.351 eV.

```
17
Properties=species:S:1:pos:R:3:forces:R:3
C -1.41795 0.03274 0.43628 1.055 0.135 1.761
N 1.00159 -0.90829 -1.70926 0.076 0.344 0.201
C -1.09545 0.73551 -0.78797 -0.545 -0.004 -0.773
C 0.29541 1.00515 -0.54527 1.116 0.337 1.072
C -0.00859 0.64552 1.18414 -1.880 0.093 -2.088
C 0.68403 -0.24078 1.96750 0.863 -0.837 0.835
O 1.29416 0.46868 -1.38123 -0.373 -0.395 0.013
O -1.21670 -1.36860 0.36958 -0.185 0.004 -0.470
H -0.59119 -1.52371 -0.36309 -0.049 0.015 0.130
H -2.34878 0.18691 0.98647 0.034 0.062 -0.150
H 1.90672 -1.36236 -1.61120 -0.077 0.038 -0.001
H 0.77974 -0.90791 -2.70239 0.062 0.072 0.049
H -1.66229 0.79538 -1.70586 0.013 -0.030 -0.104
H 0.63465 2.02263 -0.35208 -0.136 0.122 -0.369
H -0.14656 1.63552 1.61292 -0.014 0.038 -0.082
H 1.12058 0.06567 2.90967 0.097 0.002 -0.075
H 0.77060 -1.28207 1.69179 -0.058 0.003 0.052
```
Forces are in eV/Å.